No. 1
Formula: C26H28AuBr2ClF5N4O3Te
Source: the Open Molecules 2025 dataset
Level of theory: ωB97M-V with the def2-TZVPD basis set

Structure (XYZ):
```
71
Properties=species:S:1:pos:R:3
Au 0.135 -0.368 -0.486
C 3.222 1.575 -0.531
C 2.762 1.325 0.867
C 3.593 1.581 1.974
C 3.172 1.273 3.238
C 1.905 0.689 3.415
C 1.357 0.281 4.679
Br 2.327 0.534 6.238
C 0.109 -0.315 4.777
C -0.654 -0.543 3.648
Br -2.301 -1.370 3.763
C -0.168 -0.163 2.355
O -0.860 -0.361 1.323
C 1.146 0.470 2.270
N 1.559 0.801 1.037
H 4.066 2.260 -0.557
H 2.410 1.983 -1.133
H 3.538 0.627 -0.974
H 4.570 2.012 1.810
H 3.806 1.463 4.093
H -0.266 -0.615 5.745
F 2.957 -2.700 2.390
Te 2.572 -3.158 0.636
F 2.346 -3.693 -1.127
F 4.018 -4.282 0.704
F 1.540 -4.562 1.216
F 3.766 -1.847 0.045
O 1.199 -1.976 0.589
C -0.635 -0.262 -8.989
C 0.453 0.381 -8.113
C 1.805 -0.221 -8.518
C 0.498 1.885 -8.409
C 0.151 0.110 -6.602
O 0.342 -1.264 -6.299
C -1.288 0.547 -6.210
C -2.277 -0.609 -6.056
C -2.210 -1.286 -4.704
C -1.852 -2.622 -4.564
C -1.877 -3.253 -3.328
C -2.289 -2.542 -2.213
Cl -2.384 -3.340 -0.671
C -2.667 -1.214 -2.321
C -2.616 -0.597 -3.565
C 1.190 0.853 -5.744
N 1.253 0.256 -4.410
C 0.540 0.528 -3.335
N 0.889 -0.317 -2.371
C 1.861 -1.098 -2.931
N 2.113 -0.759 -4.164
H -0.380 -0.118 -10.039
H -1.619 0.176 -8.828
H -0.721 -1.341 -8.836
H 1.915 -0.155 -9.601
H 1.902 -1.270 -8.240
H 2.649 0.316 -8.082
H 0.568 2.039 -9.487
H 1.374 2.361 -7.965
H -0.391 2.417 -8.068
H 0.132 -1.798 -7.071
H -1.660 1.231 -6.973
H -1.302 1.137 -5.290
H -2.144 -1.336 -6.858
H -3.289 -0.217 -6.189
H -1.543 -3.186 -5.434
H -1.596 -4.292 -3.229
H -3.050 -0.693 -1.450
H -2.972 0.424 -3.655
H 0.934 1.907 -5.643
H 2.195 0.774 -6.145
H -0.207 1.298 -3.271
H 2.353 -1.904 -2.412
```

Results
ΔE to the lowest compared entry with this formula, charge and spin	39.04	kcal per mole
frontier orbital gap	4.11	eV
net charge	+1

Löwdin atomic charge list, values in e, 6 entries: 1.06, -0.01, -0.27, 0.03, 0.02, -0.17

No. 2
Formula: C29H41MgN5O4PS
Source: the Open Molecules 2025 dataset
Level of theory: ωB97M-V with the def2-TZVPD basis set

Structure (XYZ):
```
82
Properties=species:S:1:pos:R:3
Mg -1.304 -0.440 -1.154
N 1.040 -2.262 -4.540
C 0.221 -1.532 -3.696
S -0.712 -2.455 -2.550
N 0.228 -0.248 -3.886
N -0.641 0.422 -3.046
C -0.929 1.618 -3.384
C -1.853 2.473 -2.649
C -1.821 3.842 -2.928
C -2.640 4.749 -2.283
C -3.548 4.262 -1.340
C -3.628 2.914 -1.063
C -2.789 1.962 -1.695
O -2.885 0.709 -1.396
H 1.318 -3.158 -4.177
H 1.765 -1.717 -4.981
H -0.458 2.032 -4.278
H -1.109 4.193 -3.670
H -2.582 5.806 -2.507
H -4.202 4.950 -0.815
H -4.329 2.541 -0.326
C -2.834 -0.553 3.630
N -2.847 -1.029 2.259
C -3.944 -0.577 1.419
C -1.713 -1.399 1.686
O -1.568 -1.603 0.472
H -3.718 -0.923 4.153
H -2.807 0.540 3.650
H -1.945 -0.929 4.134
H -4.862 -0.594 2.005
H -4.044 -1.234 0.559
H -3.740 0.432 1.055
H -0.874 -1.560 2.371
C 0.377 -4.136 2.690
C 1.463 -3.883 1.632
C 0.809 -3.957 0.248
C 2.520 -4.978 1.773
P 1.979 -2.097 1.922
C 3.026 -2.229 3.439
C 2.563 -1.529 4.553
C 3.258 -1.536 5.757
C 4.444 -2.243 5.866
C 4.927 -2.943 4.767
C 4.224 -2.937 3.572
C 3.170 -1.526 0.575
C 2.282 -1.136 -0.614
C 3.826 -0.245 1.105
C 4.251 -2.488 0.082
H -0.006 -5.155 2.581
H -0.458 -3.444 2.567
H 0.770 -4.028 3.704
H 0.279 -4.909 0.148
H 1.543 -3.903 -0.557
H 0.090 -3.150 0.093
H 2.057 -5.945 1.546
H 2.907 -5.032 2.792
H 3.358 -4.847 1.091
H 1.645 -0.960 4.466
H 2.873 -0.982 6.604
H 4.993 -2.248 6.799
H 5.855 -3.496 4.842
H 4.617 -3.493 2.733
H 1.562 -0.373 -0.319
H 1.730 -1.981 -1.028
H 2.903 -0.719 -1.414
H 3.077 0.443 1.506
H 4.332 0.262 0.278
H 4.560 -0.446 1.886
H 3.820 -3.379 -0.375
H 4.942 -2.798 0.867
H 4.841 -1.982 -0.689
O -0.251 0.978 -0.150
C -0.721 1.694 0.766
C -0.452 3.190 0.804
C -1.263 3.638 2.009
C -1.854 2.328 2.539
O -2.576 2.269 3.523
N -1.486 1.259 1.763
H -0.780 3.628 -0.139
H 0.622 3.359 0.897
H -2.080 4.311 1.750
H -0.677 4.109 2.799
```

Results
frontier orbital gap	6.92	eV
net charge	-1

natural (NBO) atomic charge list, values in e, 6 entries: 1.76, -0.82, 0.28, -0.57, -0.46, -0.39

No. 3
Formula: C22H23N2O4Se2SnTe
Source: the Open Molecules 2025 dataset
Level of theory: ωB97M-V with the def2-TZVPD basis set

Structure (XYZ):
```
55
Properties=species:S:1:pos:R:3
Sn -1.422 -0.497 -0.396
C -1.258 -2.638 -3.619
O -0.353 -2.323 -2.577
C 0.959 -2.131 -2.906
C 1.406 -2.144 -4.213
C 2.736 -1.867 -4.506
C 3.610 -1.577 -3.479
C 3.181 -1.612 -2.161
C 1.859 -1.909 -1.831
N 1.413 -1.862 -0.490
N 2.390 -1.453 0.356
C 2.051 -1.219 1.632
C 0.832 -1.547 2.269
O -0.182 -2.178 1.627
C 0.598 -1.221 3.616
C 1.521 -0.556 4.372
C 2.800 -0.282 3.824
C 3.825 0.308 4.595
C 5.076 0.523 4.079
C 5.352 0.166 2.751
C 4.369 -0.393 1.973
C 3.076 -0.629 2.477
H -0.987 -3.587 -4.091
H -1.296 -1.841 -4.366
H -2.235 -2.724 -3.151
H 0.716 -2.334 -5.023
H 3.069 -1.877 -5.536
H 4.640 -1.324 -3.701
H 3.859 -1.403 -1.348
H -0.373 -1.488 4.021
H 1.294 -0.267 5.391
H 3.604 0.577 5.623
H 5.851 0.970 4.691
H 6.343 0.329 2.343
H 4.556 -0.673 0.946
O -5.269 3.959 -1.393
C -4.814 3.561 -0.111
C -3.824 2.375 -0.238
C -3.459 2.043 1.212
O -2.503 0.999 1.331
C -4.625 1.280 -0.954
Se -3.990 -0.586 -1.113
C -2.646 2.931 -1.048
Se -0.998 1.882 -1.434
H -5.899 4.675 -1.291
H -5.662 3.252 0.516
H -4.311 4.399 0.390
H -4.375 1.754 1.744
H -3.057 2.954 1.672
H -2.140 0.977 2.222
H -4.812 1.613 -1.972
H -5.587 1.171 -0.450
H -2.263 3.813 -0.531
H -3.024 3.236 -2.020
Te 0.380 -3.604 0.277
```

Results
ΔE to the lowest compared entry with this formula, charge and spin	59.85	kcal per mole
frontier orbital gap (spin up / spin down)	5.26 / 5.26	eV
net charge	-1

natural (NBO) atomic charge list, values in e, 6 entries: 1.03, -0.25, -0.52, 0.34, -0.32, -0.23

No. 4
Formula: C20H41F9N2OSi
Source: the Open Molecules 2025 dataset
Level of theory: ωB97M-V with the def2-TZVPD basis set

Structure (XYZ):
```
74
Properties=species:S:1:pos:R:3
C -2.854 5.029 0.897
C -4.045 4.346 0.002
C -4.032 2.707 -0.042
C -2.560 2.015 0.157
O -1.487 2.576 -0.678
Si -0.243 1.346 -0.781
C 1.536 1.899 -0.347
F 2.468 0.978 -1.099
F 1.785 1.572 1.107
C 1.882 3.481 -0.552
F 3.004 3.784 0.417
F 0.799 4.427 -0.203
C 2.482 3.880 -2.035
F 2.721 5.372 -1.980
F 3.808 3.280 -2.340
C 1.450 3.638 -3.283
F 1.455 2.219 -3.798
F 0.073 4.154 -3.038
F 1.986 4.458 -4.431
H -2.638 4.374 1.857
H -3.078 6.158 1.173
H -1.861 5.048 0.236
H -5.116 4.666 0.419
H -4.017 4.718 -1.129
H -4.448 2.393 -1.112
H -4.737 2.254 0.808
H -2.716 0.846 -0.018
H -2.244 2.162 1.294
H -0.617 0.299 0.204
H -0.230 0.637 -2.084
C 7.782 -3.253 -0.197
C 7.372 -1.810 0.078
N 6.046 -1.461 -0.443
C 5.784 -0.019 -0.442
C 5.722 0.687 0.907
C 4.932 -2.298 0.005
C 4.683 -2.405 1.507
H 7.715 -3.489 -1.264
H 8.819 -3.411 0.117
H 7.163 -3.966 0.358
H 8.122 -1.171 -0.408
H 7.447 -1.618 1.154
H 4.853 0.181 -0.987
H 6.566 0.469 -1.042
H 4.795 0.463 1.438
H 5.745 1.772 0.756
H 6.567 0.432 1.552
H 5.089 -3.312 -0.383
H 4.007 -1.967 -0.482
H 5.603 -2.569 2.075
H 4.021 -3.253 1.709
H 4.186 -1.514 1.897
C -2.759 -2.158 1.331
C -4.195 -2.584 1.622
N -5.183 -1.998 0.711
C -6.565 -2.168 1.168
C -7.111 -3.589 1.258
C -4.966 -2.230 -0.718
C -4.885 -3.676 -1.199
H -2.665 -1.066 1.313
H -2.093 -2.538 2.112
H -2.401 -2.555 0.376
H -4.420 -2.257 2.646
H -4.246 -3.678 1.625
H -7.233 -1.573 0.533
H -6.652 -1.710 2.165
H -7.329 -4.000 0.270
H -8.054 -3.586 1.815
H -6.429 -4.267 1.779
H -4.036 -1.726 -1.009
H -5.741 -1.710 -1.294
H -4.252 -4.297 -0.560
H -4.456 -3.703 -2.206
H -5.873 -4.135 -1.263
```

Results
SMILES	CCCCO[SiH2]C(F)(F)C(F)(F)C(F)(F)C(F)(F)F.CCN(CC)CC.CCN(CC)CC
ΔE to the lowest compared entry with this formula, charge and spin	164.42	kcal per mole
frontier orbital gap	7.53	eV

Löwdin atomic charge list, values in e, 6 entries: -0.14, -0.26, -0.19, -0.31, -0.32, 0.76

Number 1: largest force on an atom 0.02002 Eh/bohr, electronic energy -216692.279 eV, molecular weight 1059.4 g mol⁻¹. Number 2: largest force on an atom 0.01450 Eh/bohr, electronic energy -71955.587 eV, molecular weight 611.0 g mol⁻¹. Number 3: largest force on an atom 0.01053 Eh/bohr, electronic energy -178174.267 eV, molecular weight 783.7 g mol⁻¹. Number 4: largest force on an atom 0.10798 Eh/bohr, electronic energy -58760.986 eV, molecular weight 524.6 g mol⁻¹.